This record from the Open Molecules 2025 dataset describes C39H69BN8OP2TeV as an isolated structure in a non-equilibrium geometry. The level of theory is ωB97M-V with the def2-TZVPD basis set.

## Properties
**<S²>**: 2.02
**Electronic energy**: -3960.2310 Ha
**Charge**: +1
**Kohn-Sham gap (spin up / spin down)**: 7.26 / 7.71 eV
**Spin multiplicity**: 3

CARTESIAN COORDINATES (ANGSTROEM)
V -0.76 -0.87 0.01
C 1.67 4.79 1.28
C 1.20 3.81 0.21
C -0.32 3.93 0.05
C 1.86 4.18 -1.12
P 1.43 1.94 0.56
C 0.80 1.84 2.33
N -0.59 1.44 2.31
B -1.25 0.56 1.41
N -2.60 0.51 1.88
C -3.69 -0.27 1.35
P -3.13 -0.85 -0.31
C -4.07 -2.49 -0.50
C -5.52 -2.45 -0.03
C -3.30 -3.49 0.36
C -3.99 -2.94 -1.96
C -3.77 0.51 -1.47
C -3.09 0.32 -2.82
C -3.28 1.83 -0.87
C -5.29 0.56 -1.63
C -2.73 1.30 3.00
C -3.83 1.56 3.81
C -3.66 2.40 4.90
C -2.42 2.96 5.18
C -1.32 2.71 4.38
C -1.48 1.88 3.28
C 3.27 1.51 0.88
C 3.96 2.19 2.05
C 4.04 1.78 -0.41
C 3.23 -0.01 1.11
H 1.64 5.80 0.86
H 2.70 4.61 1.58
H 1.03 4.79 2.15
H -0.60 4.96 -0.14
H -0.84 3.60 0.95
H -0.65 3.32 -0.79
H 1.45 5.14 -1.46
H 1.65 3.45 -1.89
H 2.93 4.30 -1.01
H 0.91 2.80 2.84
H 1.39 1.08 2.86
H -4.61 0.33 1.27
H -3.89 -1.12 2.01
H -5.58 -2.23 1.04
H -5.97 -3.43 -0.19
H -6.12 -1.72 -0.57
H -3.29 -3.19 1.41
H -2.28 -3.61 0.00
H -3.79 -4.47 0.30
H -4.55 -2.28 -2.62
H -4.40 -3.94 -2.07
H -2.95 -2.97 -2.29
H -2.01 0.28 -2.70
H -3.32 1.16 -3.47
H -3.42 -0.58 -3.33
H -2.21 1.78 -0.68
H -3.79 2.09 0.05
H -3.47 2.64 -1.59
H -5.67 -0.31 -2.16
H -5.56 1.43 -2.22
H -5.80 0.64 -0.67
H -4.80 1.13 3.60
H -4.50 2.63 5.53
H -2.31 3.61 6.03
H -0.37 3.16 4.62
H 4.13 3.24 1.86
H 4.93 1.72 2.21
H 3.39 2.09 2.98
H 4.33 2.83 -0.50
H 3.43 1.51 -1.28
H 4.95 1.18 -0.44
H 2.84 -0.26 2.09
H 4.23 -0.43 1.02
H 2.60 -0.48 0.35
C -1.16 -1.56 4.06
N 0.19 -1.92 3.68
C 1.17 -1.79 4.72
C 0.45 -2.46 2.46
N -0.24 -2.12 1.41
N 1.48 -3.36 2.39
C 2.05 -3.66 1.09
C 1.60 -4.44 3.35
H -1.53 -2.25 4.82
H -1.79 -1.63 3.17
H -1.20 -0.55 4.46
H 1.13 -0.77 5.12
H 2.17 -1.97 4.33
H 0.99 -2.46 5.56
H -0.10 -2.81 0.66
H 1.47 -4.42 0.54
H 3.05 -4.05 1.24
H 2.11 -2.75 0.49
H 0.85 -4.35 4.13
H 2.59 -4.46 3.80
H 1.44 -5.40 2.84
Te 2.89 -1.23 -2.50
C 4.33 -0.55 -3.96
C 4.88 0.72 -3.91
C 5.98 1.04 -4.69
C 6.54 0.09 -5.53
C 5.96 -1.17 -5.61
C 4.86 -1.48 -4.84
H 4.46 1.47 -3.25
H 6.41 2.03 -4.64
H 7.42 0.32 -6.11
H 6.37 -1.91 -6.29
H 4.41 -2.46 -4.91
C 0.79 -0.82 -5.19
N 0.13 -0.99 -3.93
C -0.16 -2.35 -3.54
C -0.23 -2.24 -2.03
O -0.56 -3.15 -1.27
N 0.17 -1.03 -1.64
C 0.72 -0.38 -2.78
N 0.54 1.02 -2.74
H 0.20 -1.32 -5.96
H 1.81 -1.24 -5.18
H 0.86 0.24 -5.44
H 0.64 -3.06 -3.80
H -1.10 -2.70 -3.97
H 0.85 1.40 -1.86
H 0.94 1.50 -3.53

Atomic partial charges in e from the Löwdin method, atoms 1 to 2: 0.704, -0.074

This record from the Open Molecules 2025 dataset describes one molecule with the formula C14H19FN2O. The level of theory is ωB97M-V with the def2-TZVPD basis set.

## Properties
**Electronic energy**: -829.5331 Ha
**ΔE to the lowest compared entry with this formula, charge and spin**: 0.0 kJ/mol
**Kohn-Sham gap**: 9.10 eV
**Spin multiplicity**: 1

CARTESIAN COORDINATES (ANGSTROEM)
C -3.13 0.30 2.41
H -4.21 0.48 2.45
C -2.54 0.91 1.15
C -3.10 0.27 -0.11
H -4.19 0.25 -0.07
C -2.64 1.01 -1.37
C -2.49 0.05 -2.55
H -2.28 0.60 -3.47
H -3.41 -0.52 -2.69
H -1.68 -0.64 -2.37
C -1.30 1.73 -1.09
N -0.48 0.96 -0.18
C 0.73 0.51 -0.63
O 1.09 0.63 -1.78
N 1.50 -0.10 0.35
C 2.75 -0.70 0.20
C 3.39 -0.89 -1.02
C 4.62 -1.52 -1.06
C 5.24 -1.96 0.09
C 4.62 -1.78 1.32
C 3.39 -1.16 1.35
F 2.77 -0.98 2.55
H 5.07 -2.12 2.24
H 6.21 -2.45 0.05
H 5.11 -1.66 -2.02
H 2.92 -0.54 -1.92
H 1.20 -0.02 1.31
C -1.02 0.72 1.14
H -0.56 1.40 1.88
H -0.81 -0.31 1.44
H -1.48 2.71 -0.65
H -0.74 1.86 -2.01
H -3.37 1.78 -1.64
H -2.76 -0.77 -0.16
H -2.78 1.98 1.14
H -2.68 0.73 3.30
H -2.97 -0.78 2.43

Atomic partial charges in e from the Löwdin method, atoms 1 to 2: -0.068, 0.079

This record from the Open Molecules 2025 dataset describes one molecule with the formula C5H3N3 in a non-equilibrium geometry. The level of theory is ωB97M-V with the def2-TZVPD basis set.

## Properties
**Electronic energy**: -356.3993 Ha
**ΔE to the lowest compared entry with this formula, charge and spin**: 453.6 kJ/mol
**Kohn-Sham gap**: 8.18 eV
**Spin multiplicity**: 1

CARTESIAN COORDINATES (ANGSTROEM)
C -0.63 0.91 0.02
C -1.43 -1.06 0.11
C 0.05 -1.26 -0.15
C 0.58 -0.01 -0.23
C 1.96 0.36 -0.15
H 0.23 2.89 -0.11
H -2.14 -1.92 0.17
H 0.52 -2.28 -0.07
N -0.53 2.19 0.01
N -1.87 0.21 0.14
N 3.27 -0.04 0.26

Atomic partial charges in e from the Löwdin method, atoms 1 to 2: -0.416, -0.082